#w
A cluster of 2 separate species, C2H7NS in total. Source: OMol25; level of theory: the ωB97M-V functional and the def2-TZVPD basis.

Cartesian coordinates (Å):
C (-1.26416, 0.85804, -0.14865)
C (-1.14778, -0.30665, 0.47911)
N (-0.22482, -1.31363, 0.24680)
H (-2.02938, 1.53852, 0.20405)
H (-0.58693, 1.20309, -0.91181)
H (-1.86401, -0.58111, 1.23971)
H (0.75734, -1.27499, -0.00803)
H (-0.34820, -2.11228, 0.84466)
S (2.72532, 0.41873, -0.37616)
H (1.83720, 1.34688, -0.00319)
H (2.14540, 0.22340, -1.56649)

* charge: 0
* structure (SMILES): C=CN.S
* LUMO: 0.94 eV
* highest occupied orbital energy: -8.20 eV

=====

#x
A structure of composition C2H7NS. Source: OMol25; level of theory: the ωB97M-V functional and the def2-TZVPD basis.

Cartesian coordinates (Å):
C (0.08631, -0.59544, 0.44065)
C (1.00262, 0.32971, -0.42329)
H (-1.54203, -1.02578, 1.33731)
H (-1.53044, 0.94409, 0.50054)
H (0.44549, -0.34723, 1.52202)
H (0.42825, -1.80830, 0.36986)
H (1.12690, 1.39920, 0.11813)
H (1.89600, -0.34514, -0.46315)
H (-0.89438, 1.21729, -1.57920)
N (-1.39678, -0.31998, 0.33433)
S (0.37806, 0.55158, -2.15719)

* charge: 0
* LUMO: 0.49 eV
* highest occupied orbital energy: -8.98 eV

=====

#y
An isolated molecule of C2H7NS. Source: OMol25; level of theory: the ωB97M-V functional and the def2-TZVPD basis.

Cartesian coordinates (Å):
C (-0.85822, 0.34153, 1.47888)
S (-0.93450, -0.09130, -0.28711)
C (0.75948, -0.72811, -0.49697)
N (1.80964, 0.24666, -0.62839)
H (-1.05808, -0.53761, 2.07523)
H (0.15452, 0.68330, 1.70001)
H (-1.57615, 1.13186, 1.64744)
H (0.99179, -1.37603, 0.34127)
H (0.74417, -1.36478, -1.37454)
H (2.12406, 0.66231, 0.23348)
H (1.56462, 0.99491, -1.27580)

* charge: 0
* structure (SMILES): CSCN
* LUMO: 1.07 eV
* highest occupied orbital energy: -8.55 eV

=====

#z
A cluster of 2 separate species, C2H7NS in total. Source: OMol25; level of theory: the ωB97M-V functional and the def2-TZVPD basis.

Cartesian coordinates (Å):
C (1.31105, -1.07228, 0.87086)
C (1.10650, -0.53925, -0.33601)
N (0.43360, -1.26950, -1.36672)
H (1.88369, -0.48052, 1.57698)
H (0.67586, -1.80003, 1.35713)
H (1.31249, 0.46641, -0.67871)
H (0.64490, -2.24626, -1.18955)
H (0.77672, -1.00907, -2.28280)
S (-2.89270, 3.09466, 1.04243)
H (-2.66788, 1.81206, 1.27557)
H (-2.58423, 3.04378, -0.26919)

* charge: 0
* structure (SMILES): C=CN.S
* LUMO: 0.87 eV
* highest occupied orbital energy: -8.54 eV

=====

Which structure is most stable? #y, by 0.0263 hartree over the runner-up.

=====

#w
A cluster of 2 separate species, C2H7NS in total. Source: OMol25; level of theory: the ωB97M-V functional and the def2-TZVPD basis.

Cartesian coordinates (Å):
C (2.54509, 0.06852, 0.33971)
C (1.54049, 0.88771, -0.06522)
H (3.02281, 0.19119, 1.32376)
H (2.79442, -0.69622, -0.44819)
H (1.07525, 0.74981, -0.94948)
H (1.14798, 1.68452, 0.54271)
N (-2.96106, -0.81459, -0.20614)
S (-1.52994, 0.02940, -0.04906)
H (-3.91874, -0.29814, 0.07610)
H (-3.04677, -1.09323, -1.15871)
H (-0.66953, -0.70898, 0.59453)

* charge: 0
* structure (SMILES): C=C.NS
* LUMO: 0.71 eV
* highest occupied orbital energy: -9.11 eV

=====

#x
A cluster of 2 separate species, C2H7NS in total. Source: OMol25; level of theory: the ωB97M-V functional and the def2-TZVPD basis.

Cartesian coordinates (Å):
C (-1.15412, 0.81397, -1.47946)
N (-2.27957, 0.22745, -1.44809)
C (-2.57039, -0.29933, -0.08741)
H (-0.66483, 1.33336, -0.65167)
H (-0.77294, 1.00040, -2.48644)
H (-2.74849, -1.38169, -0.12103)
H (-1.74824, -0.19205, 0.62585)
H (-3.50996, 0.06262, 0.32402)
S (4.51904, -0.78137, 1.61885)
H (5.11746, 0.40106, 2.02583)
H (5.81204, -1.18442, 1.67954)

* charge: 0
* structure (SMILES): C=NC.S
* LUMO: 0.79 eV
* highest occupied orbital energy: -9.77 eV

=====

#y
A cluster of 2 separate species, C2H7NS in total. Source: OMol25; level of theory: the ωB97M-V functional and the def2-TZVPD basis.

Cartesian coordinates (Å):
S (0.21106, 2.49380, 0.80949)
H (-0.80719, 2.83679, 1.60461)
C (-0.10931, -0.47988, 0.19196)
C (0.40094, -1.61707, 0.59611)
N (-0.10758, 0.06308, -1.16023)
H (-0.63961, 0.22585, 0.83045)
H (0.31453, -1.94010, 1.62302)
H (0.98459, -2.24949, -0.05860)
H (0.70368, 0.67991, -1.26927)
H (0.01130, -0.61517, -1.91538)
H (-0.96241, 0.60227, -1.25215)

* charge: 0
* LUMO: -0.22 eV
* highest occupied orbital energy: -6.59 eV

=====

Which structure is most stable? #x, by 0.0198 hartree over the runner-up.